# 1
Density functional theory data (wB97M-V/def2-TZVPD) for a molecular structure, C3H6N4O in a non-equilibrium geometry.

XYZ file:
```
14
Properties=species:S:1:pos:R:3:forces:R:3
C 1.3374 0.2672 0.0721 -0.12 -2.59 -1.74
C 0.5865 1.3580 -0.1613 1.18 -0.23 -0.09
C -0.8040 0.9269 -0.1982 0.51 -2.32 1.60
H 3.5201 0.2533 -0.6859 -3.66 -1.43 3.91
H 2.5831 -1.3947 0.3894 0.65 5.40 -0.52
H 1.0319 2.3429 -0.3324 -0.62 -0.35 0.58
H -2.7678 0.9241 0.1976 3.19 1.43 0.13
H -2.1807 -1.5108 1.1975 1.42 1.04 -3.57
H -2.0594 -1.9000 -0.6262 -0.59 0.46 1.79
N 2.6572 -0.0726 0.3315 2.92 -3.20 -3.04
N -1.8201 1.5274 0.2350 -2.92 -0.48 -1.10
N -0.7084 -0.5627 -0.3720 -3.45 1.75 -0.33
N -2.0054 -1.1533 0.1107 2.24 -1.91 0.56
O 0.6296 -1.0056 -0.1577 -0.75 2.42 1.82
```
Positions in Å, forces in eV/Å.

E_HOMO	-8.35	eV
2S+1	1
charge	0
F_max	5.5	eV/Å
Kohn-Sham gap	8.3	eV



# 2
Density functional theory data (wB97M-V/def2-TZVPD) for a molecular structure, C42H58AsMnO7SSi.

XYZ file:
```
111
Properties=species:S:1:pos:R:3:forces:R:3
Mn -0.0949 0.8818 0.7692 0.13 0.03 0.03
O 0.9853 4.0310 0.4284 -0.03 -0.04 0.05
C 1.6536 3.0044 0.3444 0.11 0.10 -0.11
O 1.3187 1.9519 -0.3253 -0.09 -0.06 -0.03
C 3.0156 2.9554 1.0435 -0.02 -0.01 0.06
C 4.0160 1.9952 0.3871 -0.01 -0.01 -0.01
C 5.4427 2.3293 0.8548 0.00 0.01 0.00
C 5.4301 1.7456 2.2907 0.01 0.00 0.00
C 3.9888 1.2235 2.3746 0.00 -0.01 0.01
O 3.7640 0.7478 1.0447 0.00 0.00 0.00
C 3.0126 2.4151 2.5126 0.00 0.01 -0.02
C 1.7136 1.9368 3.1851 -0.01 0.00 0.00
O 1.5749 2.2097 4.3735 0.00 -0.01 0.00
O 0.9280 1.1934 2.4976 0.03 0.01 0.02
H 3.3913 3.9792 1.0426 -0.01 0.00 0.00
H 3.8908 1.8815 -0.6857 0.00 0.00 0.00
H 6.1802 1.8266 0.2281 0.00 0.00 0.00
H 5.6428 3.4010 0.8281 0.00 0.00 0.00
H 6.1385 0.9221 2.3877 0.00 0.00 0.00
H 5.6490 2.4834 3.0623 0.00 0.00 0.00
H 3.8218 0.4186 3.0877 0.01 0.00 0.00
H 3.4284 3.1609 3.1877 0.00 0.00 0.00
O 0.1382 0.0224 -3.1465 0.01 0.00 0.01
S 0.7922 1.3640 -3.3026 -0.02 0.01 0.00
C 0.4695 1.8527 -5.0451 0.01 0.01 0.00
C -0.3947 3.1105 -5.0487 0.00 0.00 -0.01
C -1.2901 2.9955 -3.8185 0.00 0.00 0.00
C -0.3530 2.6264 -2.6815 -0.02 -0.01 0.01
H -0.0647 0.9883 -5.4431 0.00 0.00 0.00
H 1.4178 1.9598 -5.5709 0.00 0.00 0.00
H -0.9618 3.1979 -5.9775 0.00 0.00 0.00
H 0.2350 4.0002 -4.9630 0.00 0.00 0.00
H -2.0280 2.2030 -3.9667 0.00 0.00 0.00
H -1.8304 3.9183 -3.6028 0.00 0.00 0.00
H -0.8204 2.1990 -1.7970 0.00 0.00 0.00
H 0.2548 3.4665 -2.3389 0.01 0.00 -0.01
C -4.5052 -0.1186 3.0735 0.00 0.01 0.00
C -3.0616 -0.1992 2.5627 -0.01 -0.01 0.01
C -2.7071 -1.6792 2.3506 0.01 0.00 -0.01
C -2.1429 0.2772 3.6999 -0.01 0.00 0.00
Si -2.6643 0.7987 0.9097 -0.05 -0.03 -0.01
C -3.4648 2.5839 1.0293 0.00 0.01 0.00
C -2.8295 3.4885 -0.0401 0.00 -0.01 0.00
C -4.9894 2.6519 0.8847 0.00 0.00 0.00
C -3.0940 3.2176 2.3769 -0.01 -0.01 0.00
C -3.5178 -0.1709 -0.5840 -0.01 -0.01 0.00
C -2.6019 -1.3277 -1.0129 0.01 0.00 0.00
C -4.9176 -0.7314 -0.3070 0.00 0.00 0.00
C -3.6269 0.7229 -1.8252 0.01 0.01 0.00
H -4.6228 -0.7628 3.9565 0.00 0.00 0.00
H -5.2387 -0.4386 2.3325 0.00 0.00 0.00
H -4.7643 0.8957 3.3830 0.00 0.00 0.00
H -2.7605 -2.2069 3.3127 0.00 0.00 0.00
H -1.6874 -1.7923 1.9677 0.00 0.00 0.00
H -3.3844 -2.1864 1.6625 0.00 0.00 0.01
H -2.3227 -0.3432 4.5895 0.00 0.00 0.00
H -2.3180 1.3122 3.9869 0.01 0.00 0.00
H -1.0853 0.1975 3.4455 0.00 0.00 -0.01
H -3.0255 3.1459 -1.0571 0.00 0.00 0.00
H -1.7460 3.5626 0.0919 0.00 0.00 0.00
H -3.2408 4.5038 0.0487 0.00 0.00 0.00
H -5.3297 2.3261 -0.0993 0.00 0.00 0.00
H -5.3315 3.6879 1.0185 0.00 0.00 0.00
H -5.5005 2.0395 1.6299 0.00 0.00 0.00
H -2.0205 3.1563 2.5751 0.00 0.00 0.00
H -3.6221 2.7528 3.2104 0.00 0.00 0.00
H -3.3675 4.2811 2.3677 0.00 0.00 0.00
H -2.3934 -2.0377 -0.2125 -0.01 0.00 0.00
H -1.6438 -0.9477 -1.3753 0.01 0.00 0.00
H -3.0724 -1.8832 -1.8377 0.00 0.00 0.00
H -4.9120 -1.4982 0.4681 0.00 0.00 0.00
H -5.3165 -1.1974 -1.2197 0.00 0.00 0.00
H -5.6208 0.0459 -0.0005 0.00 0.00 0.00
H -2.6533 1.1297 -2.0993 0.01 0.00 0.00
H -4.3259 1.5499 -1.6996 0.00 0.00 0.00
H -3.9764 0.1209 -2.6761 0.00 0.00 0.00
O 0.6291 -0.9949 0.3483 -0.16 -0.03 -0.07
As 1.4331 -2.3074 -0.2127 0.11 0.01 0.05
C 0.2703 -3.5914 -1.0261 0.00 0.01 -0.02
C -0.2048 -4.6942 -0.3281 -0.02 0.01 0.01
C -1.1179 -5.5452 -0.9352 0.01 0.00 0.00
C -1.5508 -5.2852 -2.2279 0.00 0.00 0.00
C -1.0805 -4.1749 -2.9170 -0.01 0.00 0.00
C -0.1682 -3.3191 -2.3194 0.00 0.00 0.00
C 2.7337 -1.8691 -1.5430 -0.02 0.00 0.00
C 3.0354 -0.5304 -1.7344 -0.01 0.01 -0.01
C 3.9857 -0.1892 -2.6883 0.00 0.00 0.01
C 4.6190 -1.1743 -3.4309 0.00 0.00 0.00
C 4.3032 -2.5142 -3.2366 -0.01 0.00 0.00
C 3.3527 -2.8645 -2.2912 0.02 -0.02 0.00
C 2.3100 -3.0850 1.3042 -0.01 0.01 0.00
C 2.3222 -2.3020 2.4539 0.00 0.00 0.00
C 2.9693 -2.7756 3.5873 0.01 0.00 0.00
C 3.5963 -4.0135 3.5658 0.00 0.01 0.00
C 3.5843 -4.7882 2.4123 0.00 0.00 -0.01
C 2.9416 -4.3228 1.2749 0.00 -0.01 0.01
H 0.1225 -4.8818 0.6877 0.01 0.00 0.00
H -1.4982 -6.4028 -0.3951 0.00 0.00 0.00
H -2.2699 -5.9452 -2.6970 0.00 0.00 0.00
H -1.4395 -3.9614 -3.9155 0.00 0.00 0.00
H 0.1731 -2.4280 -2.8386 -0.01 0.00 0.01
H 2.5195 0.2284 -1.1540 0.01 0.01 0.01
H 4.2208 0.8545 -2.8566 0.00 0.00 0.00
H 5.3583 -0.8998 -4.1736 0.00 0.00 0.00
H 4.7902 -3.2808 -3.8260 0.00 0.00 0.00
H 3.0858 -3.9068 -2.1526 0.00 0.00 0.00
H 1.8339 -1.3319 2.4493 0.00 0.01 0.01
H 2.9807 -2.1715 4.4855 0.00 0.00 0.00
H 4.0999 -4.3785 4.4523 0.00 0.00 0.00
H 4.0761 -5.7527 2.3993 0.00 0.00 0.00
H 2.9326 -4.9260 0.3738 -0.01 0.00 0.00
```
Positions in Å, forces in eV/Å.

<S²>	8.757
E_HOMO (spin up / spin down)	-4.00 / -4.31	eV
2S+1	6
charge	-1
F_max	0.2	eV/Å
Kohn-Sham gap (spin up / spin down)	6.2 / 6.5	eV



# 3
Density functional theory data (wB97M-V/def2-TZVPD) for a single C4H6N4 molecule in a non-equilibrium geometry.

XYZ file:
```
14
Properties=species:S:1:pos:R:3:forces:R:3
C -2.8354 -1.0081 0.1664 5.20 -0.31 -0.19
C -1.4154 -1.4123 0.4236 -1.65 -1.56 -2.96
C -0.1336 -0.5856 0.1322 -1.50 0.68 -1.53
N 0.8535 -0.8636 -0.7628 -1.74 1.12 4.20
N 2.0635 -0.0327 -0.5353 -1.10 0.11 -0.32
C 1.8101 1.1826 -0.2540 -3.07 -1.42 0.07
N 0.4781 1.6270 0.0239 -1.84 2.86 -2.30
N -0.4100 0.7474 0.7114 3.15 -1.34 -0.29
H -3.5430 -1.8993 0.2908 0.69 1.94 -0.31
H -3.0748 0.1280 -0.3323 0.55 -3.63 1.95
H -1.0114 -2.5806 0.4375 -2.00 2.88 0.50
H 2.4032 2.0267 -0.1323 2.24 0.68 -0.13
H -0.0121 2.1275 -0.9025 1.48 -1.96 3.34
H -0.2122 0.7915 1.7698 -0.39 -0.05 -2.04
```
Positions in Å, forces in eV/Å.

E_HOMO	-9.03	eV
2S+1	1
charge	0
F_max	5.2	eV/Å
Kohn-Sham gap	8.8	eV



Calculated relative energy (zero: lowest compared OMol25 entry of this formula, charge and spin) (kJ/mol), listed in the same order as above: 769.8, 0.0, 653.4